1.
Entry from OMol25: a molecular structure, C32H37N4O10P2S2W (the ωB97M-V functional and the def2-TZVPD basis).

Summary:
E_tot, hartree: -3758.60915
Highest occupied orbital energy, eV: -16.21
Total charge: +3
ΔE to the lowest compared entry with this formula, charge and spin, eV: 1.055

XYZ file:
```
88
Properties=species:S:1:pos:R:3:forces:R:3
W -0.2747 0.1134 -0.7799 0.51 1.24 -0.28
S -1.9277 -1.6291 0.8789 0.18 -0.08 0.14
S 1.5101 0.5053 2.0044 -0.03 -0.35 -0.07
P 1.4294 -1.1230 -3.2006 0.05 0.28 0.06
P 0.9173 -2.9964 -0.7331 0.18 0.28 -0.20
O -1.2965 1.1313 0.4138 -0.08 -0.20 -0.38
O 2.9970 -2.7960 -2.2980 -0.07 -0.11 -0.15
O 0.6480 -1.5262 -0.2206 -0.46 -0.28 -0.05
O 1.2575 0.6927 0.4559 -0.40 -0.08 -0.04
O 1.2652 -0.0170 -2.1402 -0.43 -0.12 -0.11
O 2.6921 -0.8836 -4.0716 0.14 0.15 0.04
O 1.8918 -3.7698 0.0342 0.06 0.09 0.00
O -1.2155 -1.0577 -1.8771 -0.22 -0.25 0.20
O 0.2636 -0.9680 -4.2375 -0.07 -0.10 0.06
O -0.4924 -3.6894 -0.8799 -0.08 -0.11 -0.02
N 0.3241 2.3852 -1.1285 0.29 -0.75 -0.08
N -3.9514 -1.7840 2.5466 -0.02 0.04 0.14
N -3.9182 0.1326 1.3054 -0.10 -0.05 -0.09
N -1.3363 1.3504 -2.6808 0.33 -0.11 0.66
C 1.0746 -3.8755 -3.4133 0.02 0.05 -0.04
C -1.6599 1.9505 2.6050 -0.15 -0.08 0.26
C 2.8706 -3.0563 3.0607 0.05 -0.02 0.02
C -2.3367 0.9496 -3.3633 -0.35 -0.34 -0.14
C -3.3669 -1.0398 1.6230 -0.03 0.06 -0.16
C -0.7663 4.1097 3.2267 0.00 -0.03 -0.07
C 2.5572 2.3357 3.6562 0.03 -0.04 0.01
C 3.1805 2.5805 1.3139 0.06 0.08 0.09
C -4.1423 -0.6053 -3.9708 -0.24 0.00 -0.15
C -2.9750 -0.3383 -3.2580 -0.13 0.52 -0.21
C -4.0665 -2.8793 -3.2245 0.02 0.05 0.00
C -4.7009 -1.8714 -3.9453 0.04 0.09 0.00
C 4.2133 -3.0049 2.7131 -0.05 0.01 0.00
C 2.0515 -1.9705 2.7986 0.00 0.01 0.02
C -1.0977 2.1025 1.3538 -0.17 -0.19 0.07
C -0.3381 3.2109 1.0365 0.25 0.25 -0.26
C -5.1225 -1.3793 3.3265 -0.01 -0.05 -0.13
C 4.7463 -1.8812 2.0833 0.03 -0.01 -0.01
C 4.0315 4.1079 2.9716 0.00 -0.01 -0.01
C 3.9459 -0.7849 1.8234 0.04 -0.06 -0.05
C -1.4883 2.9605 3.5415 0.05 0.06 -0.01
C 2.6035 -0.8478 2.1884 0.00 0.04 0.08
C -2.8914 -2.6286 -2.5257 -0.07 -0.20 0.06
C 0.2190 3.3358 -0.2898 0.02 0.14 0.35
C 0.5876 2.7436 -2.5081 0.11 0.12 -0.11
C 3.9519 3.6846 1.6480 -0.03 -0.01 0.01
C -0.1886 4.2281 1.9744 0.05 0.20 0.17
C 2.5049 1.9215 2.3328 0.00 0.08 -0.01
C 3.3357 3.4394 3.9712 0.03 0.04 0.03
C -2.3701 -1.3514 -2.5446 0.22 -0.31 0.28
C 1.5701 -2.7891 -2.4637 0.23 0.10 0.16
C -0.7812 2.6423 -3.1143 0.01 0.07 -0.28
H 3.5399 -1.1959 -3.7121 -0.02 -0.13 0.02
H -0.7281 2.7020 -4.2007 -0.10 -0.07 -0.04
H -5.3524 -2.1693 4.0336 0.01 -0.01 0.00
H -3.5145 -2.6687 2.7510 0.01 0.01 0.04
H 4.4996 4.2101 0.8761 0.00 -0.01 0.03
H -4.8078 0.4191 1.6814 -0.01 0.00 0.01
H 0.3899 5.1081 1.7148 -0.03 -0.02 0.02
H -5.9949 -1.2361 2.6863 0.02 -0.03 -0.01
H -4.9203 -0.4642 3.8841 0.02 0.00 0.01
H 2.0177 1.7986 4.4300 0.01 0.05 -0.04
H -0.5523 -4.4988 -0.3498 0.01 -0.04 0.00
H -0.6655 4.9073 3.9500 0.03 -0.04 0.01
H -4.6046 0.1912 -4.5450 0.01 -0.07 0.01
H 5.7953 -1.8529 1.8179 -0.03 -0.01 0.03
H 4.8579 -3.8426 2.9467 -0.02 0.01 -0.04
H 1.2776 -4.8540 -2.9764 0.00 0.00 -0.01
H 2.4663 -3.9357 3.5435 0.01 0.02 -0.01
H 0.9953 3.7480 -2.6080 0.03 0.05 0.10
H 4.6476 4.9610 3.2252 -0.04 -0.01 -0.01
H 1.0007 -1.9861 3.0683 0.05 0.00 0.00
H -2.3934 -3.4029 -1.9670 -0.01 0.00 0.00
H 0.5329 4.3336 -0.5984 -0.01 0.00 -0.01
H -1.9279 2.8522 4.5247 0.01 0.01 -0.01
H 3.2272 -3.4478 -1.6120 -0.03 0.08 0.10
H 3.1089 2.2372 0.2906 0.01 -0.01 0.01
H 0.0015 -3.7882 -3.5887 0.03 -0.01 0.02
H 1.6051 -3.8165 -4.3655 0.01 -0.01 0.03
H 3.3983 3.7774 4.9975 0.01 -0.02 -0.03
H 1.2714 2.0325 -2.9520 0.10 0.03 -0.06
H -4.4882 -3.8764 -3.2084 0.01 0.03 0.00
H 0.5055 -1.1361 -5.1615 -0.03 -0.05 -0.03
H -1.4155 3.4523 -2.7499 -0.01 0.02 0.03
H -2.7350 1.6139 -4.1333 0.02 -0.02 -0.01
H 4.3635 0.1032 1.3662 -0.02 0.00 0.03
H -3.5149 0.6814 0.5682 0.00 0.00 0.00
H -2.2097 1.0506 2.8449 0.06 0.13 0.00
H -5.6122 -2.0776 -4.4913 0.04 0.01 0.03
```
Forces are in eV/Å.



2.
Entry from OMol25: a molecular structure, C32H37N5O4RuSi (the ωB97M-V functional and the def2-TZVPD basis).

Summary:
Spin multiplicity: 6
E_tot, hartree: -2200.50910
Highest occupied orbital energy (alpha / beta), eV: -9.37 / -11.12
Total charge: +1
ΔE to the lowest compared entry with this formula, charge and spin, eV: 0.215

XYZ file:
```
80
Properties=species:S:1:pos:R:3:forces:R:3
Ru -0.0548 -0.1887 -1.0405 -0.55 -0.06 0.31
Si -0.2365 1.7352 1.6814 0.12 0.21 0.24
O -0.4879 -1.8723 0.0280 -0.05 -0.22 -0.14
O -2.5890 -0.7435 -4.9292 -0.05 -0.02 -0.14
O -0.7304 0.9557 0.2912 0.33 0.62 0.26
O -1.1935 -1.3770 -3.2705 -0.04 0.12 -0.01
N 1.1928 -1.5704 -1.7660 0.59 -0.03 -0.44
N 1.1350 -2.7992 -1.3121 -0.39 -0.01 0.00
N -2.8026 0.1933 -2.9357 -0.10 0.22 0.18
N 0.7712 0.8181 -2.6467 -0.02 -0.05 -0.22
N -2.4789 0.2478 -1.5731 -0.02 -0.48 -0.22
C -0.0663 4.1509 0.2508 0.11 -0.01 0.02
C 1.9949 2.7381 0.3996 0.11 0.09 -0.02
C -4.1320 2.3925 4.1695 0.00 0.00 0.00
C 0.9987 2.6100 -4.2012 -0.03 0.06 0.03
C -2.4746 0.9775 3.1597 -0.02 0.07 -0.03
C 2.5001 -0.9307 4.3862 -0.01 0.04 0.03
C 0.8166 -5.2671 0.0613 -0.01 0.03 0.01
C 2.1900 0.5725 -4.5971 0.01 0.01 -0.02
C -3.6383 1.1223 3.9006 0.05 0.00 -0.04
C 0.7259 -6.4247 0.8135 -0.03 0.01 0.01
C 1.8405 -1.2763 -2.9974 -0.19 -0.24 0.40
C 0.9774 0.9135 4.1139 -0.02 -0.01 -0.01
C 0.1494 -4.1137 0.4841 0.04 -0.03 -0.01
C 0.8525 0.6487 2.7468 0.02 -0.38 -0.15
C 0.4785 2.0559 -3.0505 0.11 -0.02 0.03
C 2.3890 -1.2189 3.0340 -0.04 0.02 -0.07
C 1.7970 0.1393 4.9242 0.00 0.01 -0.02
C -1.7796 2.0913 2.6648 -0.19 -0.03 0.07
C -0.0184 -6.4334 1.9871 0.01 0.01 0.00
C 2.6008 -2.3081 -3.7411 0.01 -0.02 0.04
C -1.8792 -1.6163 -5.8295 -0.03 0.02 0.04
C 0.7734 3.2504 1.1750 -0.18 0.06 -0.25
C -3.4573 3.5090 3.7002 0.03 -0.01 -0.02
C -2.1238 -0.7075 -3.6893 0.33 -0.12 0.08
C -0.6879 -5.2888 2.4058 0.00 -0.02 -0.01
C -2.2940 3.3581 2.9541 -0.03 -0.11 0.02
C -0.6092 -4.1297 1.6565 0.01 -0.03 0.01
C 1.5762 -0.4311 2.2287 0.02 0.14 0.15
C 1.8751 1.8466 -4.9838 0.05 -0.02 -0.03
C 0.2391 -2.8733 -0.2783 0.24 -0.02 -0.07
C 1.2523 4.0441 2.3961 -0.02 0.06 -0.03
C 1.6258 0.0318 -3.4155 -0.09 0.19 0.00
H 1.3949 -5.2451 -0.8519 -0.01 -0.01 0.02
H -1.1180 -3.2293 1.9722 0.01 0.00 0.00
H -2.0917 -0.0213 2.9682 0.00 0.03 0.02
H 1.9271 3.4520 3.0163 -0.02 -0.02 0.02
H -0.0727 -7.3357 2.5822 -0.03 0.00 -0.02
H -2.9672 -0.4742 -1.0486 -0.10 0.09 0.03
H 2.5646 -3.2552 -3.2102 0.01 0.01 0.00
H 2.5542 3.5768 -0.0323 -0.02 -0.01 0.07
H -5.0391 2.5102 4.7485 0.02 0.00 0.00
H 0.4220 4.3782 3.0222 0.03 -0.01 0.00
H -2.6913 1.1530 -1.1759 0.11 0.08 -0.06
H 2.9322 -2.0554 2.6102 -0.01 0.03 0.00
H -0.5358 3.5739 -0.5511 0.00 0.03 0.02
H 3.6467 -2.0136 -3.8550 0.00 0.00 -0.02
H -0.8565 -1.2660 -5.9565 0.00 0.00 0.01
H -3.8344 4.5002 3.9181 0.01 -0.01 -0.01
H 1.7163 2.0862 -0.4337 -0.02 -0.01 -0.01
H 2.1807 -2.4517 -4.7393 0.02 0.00 0.00
H -1.8768 -2.6330 -5.4460 0.00 -0.01 0.01
H 1.8826 0.3671 5.9792 -0.01 0.00 -0.01
H -0.8622 4.6637 0.7893 -0.03 0.00 -0.01
H -0.1932 2.6148 -2.4136 -0.02 0.00 0.00
H 2.6762 2.1817 1.0469 -0.02 -0.02 -0.01
H 1.5142 -0.6590 1.1705 0.01 -0.05 -0.07
H -2.4182 -1.5609 -6.7682 -0.01 0.01 0.00
H 1.7991 4.9385 2.0770 0.00 -0.05 -0.02
H 3.1346 -1.5366 5.0204 -0.01 0.00 0.00
H 2.8628 -0.0385 -5.1828 0.00 0.02 0.01
H 1.2304 -7.3232 0.4849 0.02 0.01 0.02
H 2.2999 2.2640 -5.8868 0.00 -0.01 0.01
H -1.7852 4.2463 2.6056 0.00 0.02 0.00
H -4.1549 0.2482 4.2768 0.00 0.01 -0.01
H -3.6864 0.5477 -3.2679 -0.04 -0.08 0.02
H 0.7225 3.6159 -4.4816 0.00 -0.01 0.01
H -1.2727 -5.3050 3.3155 0.02 0.01 0.01
H 0.5594 4.9218 -0.2141 0.01 -0.05 0.04
H 0.4184 1.7318 4.5566 0.00 -0.02 0.00
```
Forces are in eV/Å.